The following is a quantum chemistry calculation of a 2-piece molecular cluster, C6H14NS overall in a non-equilibrium geometry, from the Open Molecules 2025 dataset.

Positions of all 22 atoms, in Å:
C  -0.44  -0.44  2.01
C  0.49  0.78  2.04
S  -0.58  2.30  1.99
C  -1.35  -0.40  0.76
N  -0.28  -1.24  -0.42
C  2.62  -0.40  -1.57
C  -0.75  0.02  -0.61
C  -1.63  0.22  -1.88
H  0.12  -1.38  2.01
H  -1.02  -0.45  2.94
H  1.14  0.72  1.16
H  1.20  0.81  2.86
H  -2.08  -1.21  0.80
H  -1.97  0.48  1.08
H  2.30  -1.35  -2.01
H  1.92  -0.32  -0.73
H  2.41  0.53  -2.09
H  3.67  -0.50  -1.34
H  -0.20  0.96  -0.48
H  -1.58  -0.66  -2.50
H  -1.29  1.16  -2.33
H  -2.69  0.39  -1.67

## Properties
Frontier orbital gap, eV: 6.479
Total charge: -1
Energy above the lowest of the compared OMol25 structures with the same formula, charge and spin, eV: 4.4089

The following is a quantum chemistry calculation of C6H14NaO10 as an isolated structure in a non-equilibrium geometry, from the Open Molecules 2025 dataset.

Positions of all 31 atoms, in Å:
Na  0.63  -0.62  -1.40
C  -2.35  -1.29  2.38
C  -1.41  -0.90  1.34
C  -0.44  0.34  1.63
O  0.45  0.58  0.78
C  -0.63  1.06  2.87
C  -1.54  0.62  3.75
C  -2.37  -0.62  3.54
O  -3.23  -1.07  4.36
O  -1.74  1.44  4.75
O  -1.35  -1.54  0.28
H  -2.99  -2.11  2.10
H  -0.08  1.99  2.96
O  1.56  2.60  -0.21
H  0.93  2.81  -0.89
H  1.20  1.83  0.23
O  -1.59  0.31  -2.13
H  -2.07  0.27  -1.30
H  -2.07  -0.28  -2.71
O  0.91  -2.87  -1.92
H  0.46  -3.52  -1.39
H  0.99  -3.28  -2.78
O  2.43  -0.10  -3.05
H  3.15  0.04  -2.43
H  2.86  -0.22  -3.90
O  2.99  -1.00  -0.06
H  3.37  -1.84  0.18
H  2.75  -0.60  0.77
O  -0.02  2.75  -2.29
H  -0.07  1.92  -2.77
H  -0.70  3.30  -2.69

## Properties
Expectation value of S²: 0.82
Spin multiplicity: 2
Frontier orbital gap (spin up / spin down), eV: 7.649 / 5.292

The following is a quantum chemistry calculation of one molecule with the formula C6H14O, from the Open Molecules 2025 dataset.

Positions of all 21 atoms, in Å:
C  -0.57  0.90  1.65
C  0.83  0.34  1.93
C  1.72  0.18  0.69
C  1.21  -0.81  -0.37
C  0.12  -0.28  -1.32
O  -1.10  -0.95  -1.06
C  -2.13  -0.45  -1.88
H  -1.11  1.05  2.59
H  -1.15  0.21  1.03
H  -0.51  1.86  1.14
H  1.35  1.00  2.64
H  0.74  -0.63  2.43
H  1.86  1.17  0.22
H  2.71  -0.14  1.02
H  0.82  -1.71  0.10
H  2.07  -1.13  -0.98
H  -0.01  0.81  -1.18
H  0.41  -0.44  -2.37
H  -2.34  0.61  -1.66
H  -3.03  -1.05  -1.66
H  -1.89  -0.54  -2.95

## Properties
Frontier orbital gap, eV: 10.956
SMILES string: CCCCCOC
Energy above the lowest of the compared OMol25 structures with the same formula, charge and spin, eV: 0.8627

The following is a quantum chemistry calculation of a 2-piece molecular cluster, C6H14O overall, from the Open Molecules 2025 dataset.

Positions of all 21 atoms, in Å:
C  -2.51  -0.03  -1.26
C  -1.11  -0.30  -0.77
C  -0.63  -0.20  0.69
C  0.83  -0.01  0.01
C  2.12  0.76  0.40
C  0.04  0.63  -1.12
H  -3.24  -0.73  -0.84
H  -2.51  -0.16  -2.35
H  -2.84  0.99  -1.04
H  -0.83  -1.32  -1.09
H  -0.95  -1.04  1.32
H  -0.98  0.73  1.17
H  1.15  -1.02  -0.30
H  2.01  1.50  1.20
H  2.44  1.31  -0.49
H  2.96  0.09  0.65
H  -0.22  1.65  -0.81
H  0.47  0.64  -2.13
O  1.31  -1.55  2.34
H  0.51  -1.08  2.10
H  1.97  -0.85  2.33

## Properties
Frontier orbital gap, eV: 11.834
SMILES string: C[C@H]1C[C@@H](C)C1.O
Energy above the lowest of the compared OMol25 structures with the same formula, charge and spin, eV: 1.5864

The following is a quantum chemistry calculation of C6H14O as an isolated structure in a non-equilibrium geometry, from the Open Molecules 2025 dataset.

Positions of all 21 atoms, in Å:
C  -0.26  -0.38  -0.42
C  0.81  0.04  0.44
C  -0.95  -1.70  -0.14
C  -1.08  0.60  -1.22
C  -0.47  0.53  1.67
C  1.65  1.26  0.17
O  1.11  -0.84  -1.62
H  1.46  -1.72  -1.43
H  1.35  -0.78  0.91
H  -1.94  -1.55  0.29
H  -1.09  -2.21  -1.10
H  -0.36  -2.33  0.51
H  -0.61  1.58  -1.31
H  -1.17  0.19  -2.22
H  -2.07  0.72  -0.80
H  -0.29  1.57  1.91
H  -0.18  -0.11  2.50
H  -1.54  0.46  1.55
H  2.12  1.60  1.09
H  2.42  0.99  -0.56
H  1.07  2.08  -0.23

## Properties
Frontier orbital gap, eV: 9.402
Energy above the lowest of the compared OMol25 structures with the same formula, charge and spin, eV: 3.1321

The following is a quantum chemistry calculation of a 2-piece molecular cluster, C6H14O overall in a non-equilibrium geometry, from the Open Molecules 2025 dataset.

Positions of all 21 atoms, in Å:
C  -0.92  1.13  -0.11
C  -0.42  -0.10  -0.03
C  0.12  -0.64  1.25
C  0.23  0.29  2.43
C  -0.38  -0.97  -1.27
C  -1.68  -0.96  -2.09
H  -1.13  1.80  0.73
H  -1.26  1.54  -1.06
H  1.13  -1.04  1.06
H  -0.40  -1.57  1.53
H  -0.75  0.63  2.78
H  0.73  1.22  2.16
H  0.73  -0.26  3.23
H  -0.10  -2.00  -1.05
H  0.40  -0.46  -1.85
H  -2.57  -0.83  -1.46
H  -1.83  -1.92  -2.57
H  -1.67  -0.17  -2.83
O  2.45  1.19  -0.18
H  2.97  0.82  0.54
H  2.77  0.73  -0.97

## Properties
Frontier orbital gap, eV: 9.533
SMILES string: C=C(CC)CC.O
Energy above the lowest of the compared OMol25 structures with the same formula, charge and spin, eV: 1.1693

The following is a quantum chemistry calculation of a 2-piece molecular cluster, C6H14O overall, from the Open Molecules 2025 dataset.

Positions of all 21 atoms, in Å:
C  2.59  0.70  0.29
C  1.34  -0.12  0.33
O  1.52  -1.48  0.38
C  0.10  0.38  0.34
C  -1.17  -0.42  0.38
C  -1.84  -0.46  -1.00
C  -2.14  0.15  1.42
H  3.17  0.59  1.21
H  2.36  1.75  0.14
H  3.23  0.37  -0.55
H  2.45  -1.68  0.23
H  0.01  1.47  0.31
H  -0.92  -1.45  0.67
H  -2.76  -1.05  -0.98
H  -1.17  -0.91  -1.74
H  -2.09  0.55  -1.34
H  -3.06  -0.43  1.47
H  -2.41  1.19  1.17
H  -1.68  0.16  2.42
H  1.03  0.42  -2.20
H  1.39  0.42  -2.86

## Properties
Frontier orbital gap, eV: 9.365
SMILES string: C/C(O)=C/C(C)C.[H][H]
Energy above the lowest of the compared OMol25 structures with the same formula, charge and spin, eV: 1.4859

The following is a quantum chemistry calculation of a 2-piece molecular cluster, C6H14O overall in a non-equilibrium geometry, from the Open Molecules 2025 dataset.

Positions of all 21 atoms, in Å:
C  1.09  -0.44  -1.82
C  0.74  -0.35  -0.53
C  -0.70  -0.47  -0.07
C  -0.93  -1.49  1.06
C  1.66  -0.11  0.65
C  3.09  0.20  0.35
H  0.39  -0.54  -2.65
H  2.10  -0.51  -2.17
H  -1.23  -0.80  -0.95
H  -1.22  0.44  0.25
H  -0.81  -2.55  0.85
H  -2.02  -1.34  1.20
H  -0.46  -1.25  2.03
H  1.61  -0.96  1.40
H  1.12  0.57  1.30
H  3.48  -0.35  -0.53
H  3.84  0.12  1.19
H  3.14  1.25  -0.01
O  -3.87  2.25  0.01
H  -4.77  2.51  0.24
H  -3.84  1.47  0.58

## Properties
Frontier orbital gap, eV: 9.859
SMILES string: C=C(CC)CC.O
Energy above the lowest of the compared OMol25 structures with the same formula, charge and spin, eV: 1.5364

The following is a quantum chemistry calculation of one molecule with the formula C6H14O, from the Open Molecules 2025 dataset.

Positions of all 21 atoms, in Å:
C  2.51  -1.99  -1.10
C  1.75  -1.38  0.08
C  0.95  -0.14  -0.33
C  0.01  0.34  0.78
C  -0.92  1.46  0.33
O  -2.06  1.52  1.17
C  -3.28  1.46  0.48
H  3.06  -2.89  -0.80
H  3.22  -1.28  -1.53
H  1.81  -2.28  -1.90
H  1.06  -2.13  0.49
H  2.45  -1.13  0.88
H  1.64  0.66  -0.63
H  0.35  -0.38  -1.22
H  0.58  0.65  1.66
H  -0.63  -0.50  1.10
H  -0.41  2.43  0.34
H  -1.24  1.27  -0.71
H  -3.46  2.37  -0.12
H  -4.07  1.35  1.22
H  -3.31  0.60  -0.20

## Properties
Frontier orbital gap, eV: 10.746
SMILES string: CCCCCOC
Energy above the lowest of the compared OMol25 structures with the same formula, charge and spin, eV: 0.8656

The following is a quantum chemistry calculation of C6H14O as an isolated structure, from the Open Molecules 2025 dataset.

Positions of all 21 atoms, in Å:
C  2.98  1.46  0.67
C  1.94  0.97  -0.33
C  0.63  0.53  0.33
C  -0.43  0.10  -0.67
C  -1.74  -0.31  -0.01
C  -2.64  -1.18  -0.67
O  -2.20  -2.67  0.36
H  3.91  1.75  0.17
H  3.23  0.67  1.40
H  2.62  2.33  1.23
H  1.72  1.77  -1.05
H  2.35  0.13  -0.91
H  0.83  -0.30  1.03
H  0.24  1.36  0.94
H  -0.04  -0.74  -1.27
H  -0.59  0.93  -1.39
H  -1.65  -1.61  0.65
H  -2.18  0.43  0.66
H  -3.71  -1.13  -0.48
H  -2.38  -1.62  -1.64
H  -2.91  -2.86  0.99

## Properties
Frontier orbital gap, eV: 9.210
Energy above the lowest of the compared OMol25 structures with the same formula, charge and spin, eV: 3.3875

Summary of molecular weight in g/mol
132.3 269.2 102.2 102.2 102.2 102.2 102.2 102.2 102.2 102.2
(order as listed above)